No. 1
Computed, not measured: a 2-piece molecular cluster, C2H5N2P overall at a distorted geometry, with ωB97M-V/def2-TZVPD.

The geometry in XYZ format:
```
10
Properties=species:S:1:pos:R:3:mulliken_charge:R:1
C 0.526 0.917 -0.334 -0.337
C 0.572 -0.612 -0.163 -0.554
N -0.759 1.390 0.134 -0.204
N -1.635 0.549 0.267 -0.152
P -1.256 -1.061 -0.166 0.025
H 1.304 1.452 0.215 0.281
H 0.598 1.204 -1.391 0.262
H 1.095 -1.116 -0.974 0.330
H 1.038 -0.893 0.783 0.314
H -1.482 -1.829 1.627 0.036
```

E_LUMO (eV): -0.33
HOMO-LUMO gap (eV): 8.678



No. 2
Computed, not measured: C2H5N3 as an isolated structure at a distorted geometry, with ωB97M-V/def2-TZVPD.

The geometry in XYZ format:
```
10
Properties=species:S:1:pos:R:3:mulliken_charge:R:1
N -1.608 -0.034 -0.509 -0.534
C 1.083 -0.200 0.901 -0.028
C 1.023 0.119 -0.524 -0.404
N -0.499 0.596 0.037 0.230
N -0.159 0.009 1.223 -0.634
H -2.369 0.627 -0.627 0.232
H -1.913 -0.811 0.074 0.265
H 1.925 -0.446 1.544 0.364
H 0.795 -0.712 -1.186 0.270
H 1.722 0.852 -0.932 0.240
```

E_LUMO (eV): 1.19
HOMO-LUMO gap (eV): 9.760



No. 3
Computed, not measured: a 2-piece molecular cluster, C2H5N3 overall at a distorted geometry, with ωB97M-V/def2-TZVPD.

The geometry in XYZ format:
```
10
Properties=species:S:1:pos:R:3:mulliken_charge:R:1
C 0.616 -0.233 2.150 0.398
C -0.669 1.068 -1.509 -0.207
N 0.218 0.626 2.886 -0.489
N -0.950 0.025 -0.815 -0.511
N 1.330 -0.896 1.467 -0.496
H -0.992 2.016 -1.274 0.258
H 0.166 1.027 -2.260 0.227
H -0.348 0.428 3.687 0.253
H -1.577 0.235 -0.059 0.230
H 1.229 -1.090 0.426 0.338
```

E_LUMO (eV): 0.96
HOMO-LUMO gap (eV): 10.919



No. 4
Computed, not measured: one molecule with the formula C2H5N3 at a distorted geometry, with ωB97M-V/def2-TZVPD.

The geometry in XYZ format:
```
10
Properties=species:S:1:pos:R:3:mulliken_charge:R:1
C -1.483 -0.442 0.166 -0.637
C 1.211 0.331 -0.110 0.610
N 0.335 1.150 0.599 -0.528
N -0.153 0.004 -0.130 -0.127
N 2.356 -0.137 -0.323 -0.615
H 2.341 -1.104 -0.637 0.256
H 0.861 1.842 -0.238 0.226
H -1.601 -1.452 -0.223 0.268
H -2.185 0.225 -0.343 0.239
H -1.681 -0.417 1.240 0.308
```

E_LUMO (eV): 0.75
HOMO-LUMO gap (eV): 9.447



No. 5
Computed, not measured: one molecule with the formula C2H5N3 at a distorted geometry, with ωB97M-V/def2-TZVPD.

The geometry in XYZ format:
```
10
Properties=species:S:1:pos:R:3:mulliken_charge:R:1
C 2.305 -0.151 -0.064 -0.426
C -1.393 0.348 0.012 0.068
H 2.946 -1.108 0.463 0.243
H 2.420 0.833 -0.286 0.393
H 0.190 1.663 0.457 0.318
H -1.700 1.489 0.295 0.136
H -1.515 -1.558 -0.095 0.295
N 1.000 -0.366 0.064 -0.373
N -0.026 0.610 -0.130 -0.192
N -2.091 -0.600 -0.009 -0.462
```

E_LUMO (eV): 0.49
HOMO-LUMO gap (eV): 9.682



No. 6
Computed, not measured: one molecule with the formula C2H5N3 at a distorted geometry, with ωB97M-V/def2-TZVPD.

The geometry in XYZ format:
```
10
Properties=species:S:1:pos:R:3:mulliken_charge:R:1
C 0.391 1.110 1.574 -0.326
C -0.204 -0.855 -1.285 -0.014
H 0.151 1.132 2.657 0.241
H 1.318 1.632 1.292 0.287
H 1.418 -0.052 -0.343 0.317
H 0.375 -0.925 -2.159 0.318
H -2.073 -1.076 -0.670 0.243
N -0.240 0.362 0.792 -0.385
N 0.248 0.093 -0.466 -0.117
N -1.384 -1.421 -1.392 -0.564
```

E_LUMO (eV): 0.55
HOMO-LUMO gap (eV): 9.686



No. 7
Computed, not measured: one molecule with the formula C2H5N3O at a distorted geometry, with ωB97M-V/def2-TZVPD.

The geometry in XYZ format:
```
11
Properties=species:S:1:pos:R:3:mulliken_charge:R:1
C -0.145 0.095 -1.056 0.049
C 1.380 0.556 0.847 0.183
H -0.855 -1.455 1.043 0.266
H -1.655 0.021 1.269 0.270
H 0.593 0.766 -1.674 0.288
H -1.419 -0.545 -2.544 0.249
H 1.421 0.309 1.981 0.339
N -0.665 -0.382 1.181 -0.731
N 0.202 0.115 0.210 0.202
N -1.044 -0.707 -1.503 -0.604
O 2.187 1.228 0.245 -0.511
```

E_LUMO (eV): 0.85
HOMO-LUMO gap (eV): 10.457



No. 8
Computed, not measured: C2H5N3O as an isolated structure, with ωB97M-V/def2-TZVPD.

The geometry in XYZ format:
```
11
Properties=species:S:1:pos:R:3:mulliken_charge:R:1
N -0.920 1.496 0.048 -0.331
C 0.738 0.263 -0.107 0.650
C -0.614 0.108 -0.041 -0.140
N 1.815 -0.539 -0.302 -0.474
N -1.435 -0.951 0.326 -0.496
O 0.882 1.591 0.012 -0.477
H -0.856 1.948 -0.867 0.322
H 1.627 -1.512 -0.483 0.221
H 2.647 -0.345 0.233 0.239
H -2.327 -0.981 -0.145 0.262
H -1.556 -1.079 1.326 0.225
```

E_LUMO (eV): 0.20
HOMO-LUMO gap (eV): 7.896



What is the formula in the sixth record?
C2H5N3



Look up the E_LUMO of the fourth one.
0.75 eV